{
  "formula": "C20H27Cl3NO2PPtSi",
  "method": "ωB97M-V/def2-TZVPD",
  "spin_multiplicity": 1,
  "fmax_ev_per_a": 2.954,
  "relative_energy_kcal_mol": 0.0,
  "energy_ev": -84730.006,
  "homo_lumo_gap_ev": [6.27, 6.29],
  "total_charge": 2,
  "symbols": ["Pt", "O", "C", "O", "C", "C", "C", "C", "C", "N", "H", "H", "H", "H", "C", "C", "C", "C", "P", "C", "C", "C", "C", "C", "C", "C", "C", "C", "C", "H", "H", "H", "H", "H", "H", "H", "H", "H", "H", "H", "H", "H", "H", "H", "H", "H", "H", "H", "H", "H", "H", "H", "Cl", "Si", "Cl", "Cl"],
  "coordinates": [[1.66441, 0.89032, 0.09328], [5.14297, -0.85463, 0.65668], [4.00494, -0.53399, 0.76125], [3.27160, -0.10517, -0.29833], [3.20782, -0.63307, 2.02047], [3.79308, -0.85948, 3.24819], [2.96799, -0.91940, 4.35891], [1.59375, -0.79373, 4.19241], [1.09080, -0.56680, 2.92790], [1.88849, -0.47393, 1.85794], [4.86684, -0.96894, 3.31075], [3.38831, -1.06178, 5.34547], [0.91956, -0.86323, 5.03460], [0.03734, -0.46108, 2.75009], [-2.41554, -2.41515, 0.51671], [-2.30045, -0.89000, 0.48151], [-2.36438, -0.35226, 1.91088], [-3.43576, -0.24082, -0.32304], [-0.69616, -0.38534, -0.43373], [-0.81360, 1.38922, -0.67181], [-1.25434, 2.05073, -1.82791], [-1.19038, 3.42409, -1.89823], [-0.66682, 4.18935, -0.83954], [-0.23875, 3.57334, 0.30644], [-0.31389, 2.16240, 0.41116], [-0.43161, -1.34128, -2.03125], [0.63056, -0.62155, -2.85909], [0.14344, -2.70769, -1.61862], [-1.69524, -1.52045, -2.88341], [-3.25538, -2.66938, 1.16643], [-1.52532, -2.88797, 0.93313], [-2.62113, -2.84328, -0.46158], [-3.39638, -0.45566, 2.25145], [-2.11043, 0.70571, 1.99033], [-1.75717, -0.93828, 2.59326], [-4.37160, -0.62097, 0.09415], [-3.42603, -0.49410, -1.37973], [-3.43966, 0.84371, -0.21500], [-1.67408, 1.49418, -2.65306], [-1.54153, 3.92605, -2.79160], [-0.63105, 5.26784, -0.92150], [0.13223, 4.14853, 1.14416], [-0.15001, 1.71116, 1.38972], [1.55829, -0.50584, -2.29196], [0.29758, 0.34767, -3.22364], [0.87055, -1.24339, -3.72408], [1.03269, -2.59732, -0.99305], [0.44247, -3.23559, -2.52589], [-0.57717, -3.33316, -1.09903], [-2.13149, -0.57769, -3.21004], [-2.45970, -2.10860, -2.38247], [-1.40908, -2.07037, -3.78240], [2.56329, 2.41389, 1.66246], [2.58049, 2.13619, -1.52107], [4.39786, 2.83016, -1.27826], [1.80679, 2.64682, -3.27041]],
  "atomic_forces_ev_per_a": [[-2.3, 0.0, 1.9], [0.0, 0.1, 0.0], [0.1, 0.0, -0.1], [1.2, -0.7, -0.5], [-0.2, 0.0, -0.1], [0.0, -0.1, -0.1], [-0.1, 0.0, 0.1], [0.1, -0.1, 0.1], [0.3, 0.0, -0.1], [-0.3, 0.5, 0.4], [0.0, 0.0, 0.0], [0.0, 0.0, 0.0], [0.0, 0.0, 0.0], [-0.1, 0.1, 0.0], [0.0, 0.0, 0.0], [0.2, 0.0, 0.3], [0.0, 0.1, 0.0], [0.0, 0.0, -0.1], [1.0, 0.0, -1.1], [-0.5, 0.3, 0.0], [0.1, -0.1, 0.1], [0.1, 0.1, 0.1], [-0.1, 0.1, -0.1], [0.1, -0.1, 0.0], [0.4, -0.4, 0.1], [-0.2, 0.1, 0.1], [0.0, 0.0, 0.0], [0.0, 0.0, 0.1], [0.1, -0.2, -0.1], [0.0, 0.0, 0.0], [0.0, 0.0, 0.0], [0.0, 0.0, 0.0], [0.0, 0.0, 0.0], [0.0, 0.0, 0.0], [0.0, -0.1, 0.0], [0.0, 0.0, 0.0], [0.0, 0.0, 0.0], [0.0, 0.0, 0.0], [0.0, 0.0, 0.0], [-0.1, 0.0, 0.0], [0.0, 0.0, 0.0], [0.0, 0.0, 0.0], [-0.4, 0.1, 0.1], [0.0, 0.0, 0.0], [0.0, 0.0, 0.0], [0.0, 0.0, 0.0], [0.0, 0.0, 0.0], [0.0, 0.0, 0.0], [0.0, 0.0, 0.0], [0.0, 0.0, 0.0], [0.0, 0.0, 0.0], [0.0, 0.0, 0.0], [0.3, 0.1, -0.5], [0.0, 0.2, -0.1], [0.1, 0.0, -0.1], [0.1, 0.1, -0.1]]
}